Molecular formula: C36H84N4O8
Method: DFT, ωB97M-V/def2-TZVPD

XYZ file:
```
132
C36H84N4O8 (ωB97M-V/def2-TZVPD)
C 23.54013 12.03743 -10.11206
C 22.54700 12.04749 -8.94144
C 21.76133 10.75090 -9.00141
C 23.40917 12.00033 -7.62563
C 23.95848 13.40364 -7.20137
C 22.73340 14.34923 -7.11552
C 22.00273 14.50378 -8.46573
C 20.78846 15.41115 -8.15251
C 22.91606 15.26862 -9.48787
N 21.63940 13.20221 -8.95588
O 20.85839 13.21929 -10.10356
H 23.95920 11.03369 -10.18270
H 22.98654 12.19462 -11.03777
H 24.38927 12.69792 -9.93652
H 21.28921 10.61842 -8.02792
H 20.97471 10.71469 -9.75508
H 22.42362 9.89567 -9.13574
H 22.79771 11.65522 -6.79190
H 24.24331 11.30121 -7.56591
H 24.50491 13.37131 -6.25878
H 24.62963 13.78247 -7.97217
H 23.12578 15.31798 -6.80622
H 22.05612 13.99534 -6.33825
H 20.17191 15.02178 -7.34234
H 20.12900 15.36494 -9.01915
H 21.04177 16.45230 -7.95270
H 22.46636 15.45181 -10.46374
H 23.90283 14.83426 -9.64824
H 23.19310 16.26060 -9.13106
H 19.99918 12.98711 -9.74376
C 30.82338 10.21342 -10.27889
C 29.76174 11.32249 -9.90205
C 30.46315 12.56410 -9.27201
C 29.00767 11.78982 -11.17007
C 27.96234 10.80693 -11.67154
C 26.95492 10.42834 -10.52772
C 27.77069 9.79885 -9.31908
C 26.62579 9.68059 -8.26213
C 28.38963 8.44465 -9.64204
N 28.80442 10.78997 -8.91345
O 29.36271 10.44986 -7.68282
H 30.37921 9.52110 -10.99407
H 31.63535 10.71809 -10.80245
H 31.21363 9.73616 -9.37999
H 31.09534 12.97336 -10.06002
H 29.84531 13.39567 -8.93308
H 31.05337 12.20763 -8.42782
H 28.44494 12.72042 -11.09657
H 29.67519 11.93903 -12.01874
H 27.48252 11.39182 -12.45627
H 28.43674 9.90815 -12.06556
H 26.02838 9.85906 -10.60225
H 26.50979 11.36978 -10.20580
H 26.91462 9.26569 -7.29645
H 25.85342 8.94793 -8.49614
H 26.17220 10.64630 -8.03908
H 27.64297 7.68831 -9.40007
H 29.31037 8.25646 -9.08984
H 28.73835 8.35858 -10.67115
H 28.88269 11.03273 -7.08999
C 28.47288 9.89708 -4.17287
C 27.58768 11.20414 -3.86081
C 26.15553 10.81972 -4.05158
C 27.68874 11.57047 -2.34475
C 28.86858 12.51032 -1.93839
C 28.95507 13.68071 -2.84786
C 29.05020 13.23084 -4.38385
C 28.96413 14.53610 -5.29348
C 30.47771 12.68008 -4.58906
N 27.90645 12.37816 -4.73858
O 27.79372 12.13780 -6.06765
H 29.55569 9.98791 -4.08702
H 28.30111 9.07151 -3.48218
H 28.20848 9.60495 -5.18916
H 25.78558 10.17422 -3.25498
H 25.48723 11.67239 -3.93142
H 25.99097 10.34713 -5.01992
H 26.72924 11.70257 -1.84474
H 28.07682 10.69021 -1.83226
H 28.81358 12.87293 -0.91195
H 29.81283 11.96912 -1.99842
H 29.83192 14.24998 -2.53935
H 28.10130 14.30308 -2.57988
H 29.21446 14.33706 -6.33551
H 29.64340 15.32314 -4.96598
H 27.95813 14.94663 -5.20668
H 30.82451 11.99911 -3.81181
H 31.31243 13.38099 -4.57912
H 30.52966 12.20293 -5.56770
H 26.93889 12.54700 -6.22069
C 25.17460 2.33191 -6.28192
C 25.31805 2.98662 -7.70100
C 24.01993 2.60421 -8.48042
C 25.17092 4.46490 -7.46570
C 26.43284 5.15103 -6.85327
C 27.51700 4.93217 -7.84635
C 27.78003 3.42186 -8.17627
C 28.85061 3.31764 -9.36254
C 28.47579 2.79605 -7.00415
N 26.56452 2.66687 -8.44932
O 26.78365 1.30117 -8.64516
H 25.34826 1.26001 -6.37659
H 25.83922 2.75398 -5.52810
H 24.18550 2.50827 -5.85921
H 24.01406 1.52928 -8.66099
H 23.13462 2.82431 -7.88386
H 24.02793 3.20962 -9.38679
H 24.98777 4.96393 -8.41729
H 24.28419 4.62667 -6.85282
H 26.35257 6.22612 -6.69257
H 26.63146 4.63994 -5.91122
H 28.38866 5.24702 -7.27261
H 27.32480 5.57523 -8.70520
H 29.79933 3.80075 -9.12881
H 28.52404 3.67011 -10.34091
H 29.02993 2.24865 -9.47757
H 28.06636 2.82707 -5.99444
H 29.44443 3.28524 -6.90160
H 28.77289 1.76345 -7.18741
H 26.84726 1.05812 -7.71863
O 25.50174 6.77223 -3.52181
H 24.98421 6.59410 -2.73654
H 26.40916 6.64405 -3.24539
O 23.40186 4.89147 -4.61779
H 23.90939 5.57900 -4.18655
H 22.80671 5.36250 -5.20102
O 21.56407 6.84220 -5.31418
H 21.98781 7.51678 -5.84486
H 21.75634 7.09191 -4.41035
O 24.34694 8.29666 -5.97871
H 24.90191 7.68629 -5.49325
H 24.73060 9.15699 -5.80877
```

Computed properties:
- SMILES: CC1(C)CCCC(C)(C)N1O.CC1(C)CCCC(C)(C)N1O.CC1(C)CCCC(C)(C)N1O.CC1(C)CCCC(C)(C)N1O.O.O.O.O
- Energy relative to the best compared isomer or geometry (same formula, charge and spin): 61.5 kcal/mol
- Highest occupied orbital energy: -7.877 eV

These are the Löwdin partial charges, in e, on atoms 1 to 99:
1. C -0.03
2. C -0.49
3. C -0.03
4. C -0.11
5. C -0.16
6. C -0.14
7. C -0.50
8. C -0.03
9. C -0.02
10. N -0.12
11. O 0.00
12. H 0.06
13. H 0.09
14. H 0.07
15. H 0.08
16. H 0.08
17. H 0.09
18. H 0.11
19. H 0.09
20. H 0.10
21. H 0.09
22. H 0.12
23. H 0.12
24. H 0.08
25. H 0.07
26. H 0.09
27. H 0.08
28. H 0.06
29. H 0.08
30. H 0.11
31. C -0.02
32. C -0.46
33. C -0.03
34. C -0.15
35. C -0.17
36. C -0.11
37. C -0.45
38. C -0.05
39. C -0.02
40. N -0.12
41. O -0.03
42. H 0.06
43. H 0.08
44. H 0.08
45. H 0.08
46. H 0.08
47. H 0.07
48. H 0.12
49. H 0.12
50. H 0.11
51. H 0.09
52. H 0.10
53. H 0.09
54. H 0.06
55. H 0.08
56. H 0.06
57. H 0.07
58. H 0.08
59. H 0.07
60. H 0.04
61. C 0.00
62. C -0.44
63. C -0.06
64. C -0.11
65. C -0.20
66. C -0.15
67. C -0.43
68. C -0.03
69. C -0.04
70. N -0.12
71. O -0.02
72. H 0.07
73. H 0.07
74. H 0.06
75. H 0.09
76. H 0.09
77. H 0.05
78. H 0.11
79. H 0.10
80. H 0.11
81. H 0.10
82. H 0.12
83. H 0.12
84. H 0.07
85. H 0.08
86. H 0.08
87. H 0.06
88. H 0.09
89. H 0.08
90. H 0.11
91. C -0.03
92. C -0.48
93. C -0.02
94. C -0.15
95. C -0.17
96. C -0.14
97. C -0.47
98. C -0.01
99. C -0.07